{"formula": "C21H34N3O4", "method": "ωB97M-V/def2-TZVPD", "elements": ["O", "H", "C", "H", "H", "O", "H", "C", "H", "H", "H", "H", "N", "N", "C", "H", "H", "H", "H", "C", "H", "H", "H", "H", "H", "O", "C", "C", "O", "N", "H", "H", "H", "C", "C", "C", "C", "H", "H", "C", "C", "C", "H", "H", "H", "C", "H", "C", "H", "H", "H", "H", "C", "H", "H", "C", "H", "C", "C", "H", "C", "C"], "xyz": [[0.57, -0.27, -1.23], [-0.01, -0.12, 3.42], [2.16, 0.27, 3.05], [1.18, 3.50, 8.29], [0.59, 0.21, 1.66], [4.50, 0.68, 4.99], [2.05, 3.41, 1.70], [3.17, 3.47, 4.98], [-0.88, -1.37, -2.08], [-2.80, 3.51, 2.31], [-3.62, -5.22, -3.20], [-2.90, -5.42, -5.42], [2.66, 1.48, 2.37], [1.60, -2.36, -2.90], [-2.76, -3.35, -3.73], [0.70, 1.70, -1.92], [2.26, 0.83, -1.70], [-5.94, -4.77, -3.52], [1.02, -3.06, -2.45], [1.60, -0.34, -4.27], [-0.69, 0.21, -2.82], [-2.86, -2.83, -2.77], [3.75, 3.42, 4.05], [1.64, 5.62, 7.06], [3.60, 1.67, 2.02], [2.33, 0.16, 4.44], [0.64, 0.43, 2.74], [2.74, 4.69, 5.49], [-2.69, -2.41, -4.80], [-3.81, -5.00, -5.26], [2.01, -0.83, -5.16], [1.34, 1.36, -0.30], [-5.65, -3.30, -4.42], [1.25, 0.97, -1.31], [-1.77, 3.19, 2.29], [-0.14, -0.65, -2.41], [-3.62, -1.35, -4.71], [0.07, -1.81, -4.19], [0.69, 2.27, 3.88], [-5.25, -3.93, -3.62], [-0.73, 2.64, 2.43], [2.17, 2.27, 6.82], [-5.28, -3.36, -2.69], [-1.79, -3.85, -3.71], [-3.80, -1.05, -3.67], [1.84, 2.45, 2.18], [2.97, 5.61, 4.95], [0.53, 1.98, 2.82], [-4.56, -1.62, -5.19], [1.96, 1.33, 7.34], [2.10, -1.94, -2.12], [2.46, 0.02, -3.69], [3.35, 0.97, 4.98], [-3.85, -4.24, -5.92], [-3.20, -0.49, -5.25], [2.88, 2.27, 5.62], [2.60, -0.58, 2.52], [0.74, -1.32, -3.48], [-3.84, -4.43, -3.91], [1.02, 0.52, -4.59], [2.00, 4.67, 6.67], [1.73, 3.48, 7.35]], "charge": 1, "orbital_gap_ev": 5.72, "e_tot_ha": -1285.4094, "e_homo_ev": -10.749, "mol_weight_g_mol": 392.520}

{"formula": "C16H12N4O3", "method": "ωB97M-V/def2-TZVPD", "elements": ["O", "C", "C", "C", "C", "H", "N", "H", "C", "C", "H", "H", "C", "C", "C", "N", "H", "H", "C", "C", "H", "H", "C", "O", "C", "H", "H", "O", "C", "H", "C", "H", "N", "C", "N"], "xyz": [[2.36, -0.93, -0.83], [-6.34, -0.49, 0.53], [-4.42, 0.80, 0.10], [-2.18, -0.44, -0.11], [5.98, -0.77, -0.72], [2.98, 0.69, 1.23], [-2.20, 1.81, -0.34], [0.23, 3.11, -0.89], [3.61, -0.53, -0.42], [-0.97, 1.37, -0.49], [-6.85, -0.06, -0.34], [-7.80, -2.01, 0.91], [0.23, 2.04, -0.76], [7.51, 0.40, 0.76], [4.69, -1.07, -1.11], [-0.92, -0.02, -0.34], [-6.58, 0.13, 1.40], [2.32, 1.74, -1.08], [6.19, 0.08, 0.37], [5.11, 0.61, 1.07], [6.82, -1.18, -1.25], [-6.20, -2.34, 1.60], [1.29, -0.12, -0.67], [-4.93, -0.43, 0.30], [3.82, 0.30, 0.68], [-6.47, -2.53, -0.14], [4.50, -1.73, -1.95], [-5.07, 1.80, 0.10], [-6.73, -1.94, 0.74], [-2.44, -1.46, 0.04], [1.37, 1.29, -0.85], [5.28, 1.25, 1.92], [8.58, 0.66, 1.08], [-2.96, 0.71, -0.11], [0.18, -0.75, -0.42]], "orbital_gap_ev": 8.72, "e_tot_ha": -1061.6411, "e_homo_ev": -9.113, "de_lowest_ev": 1.284, "mol_weight_g_mol": 308.297, "smiles": "CCOC(=O)c1cn2nc(Oc3ccc(C#N)cc3)ccc2n1"}

{"formula": "C34H95N7O10", "method": "ωB97M-V/def2-TZVPD", "elements": ["H", "H", "C", "C", "C", "C", "H", "H", "H", "H", "H", "H", "C", "H", "N", "C", "H", "C", "H", "H", "H", "H", "H", "N", "H", "H", "H", "O", "H", "O", "H", "H", "H", "H", "C", "H", "H", "C", "H", "H", "H", "H", "H", "H", "C", "H", "H", "H", "H", "C", "O", "H", "C", "H", "H", "C", "H", "O", "N", "H", "H", "C", "H", "C", "O", "C", "C", "C", "C", "H", "H", "C", "O", "C", "C", "H", "H", "H", "O", "C", "H", "C", "N", "H", "H", "H", "H", "C", "H", "N", "H", "H", "H", "C", "H", "H", "O", "H", "N", "H", "O", "H", "H", "H", "H", "O", "H", "H", "H", "H", "H", "C", "C", "H", "H", "H", "H", "H", "C", "H", "N", "H", "H", "H", "H", "C", "H", "H", "C", "H", "H", "H", "H", "H", "H", "C", "H", "H", "H", "H", "H", "C", "C", "H", "H", "H"], "xyz": [[7.40, 1.83, 7.18], [2.08, 10.23, 6.19], [-3.65, -15.85, 5.55], [9.46, 7.61, 1.27], [-2.26, -15.21, -3.62], [-1.61, -14.59, -2.46], [-0.61, 0.57, 0.43], [-0.10, -4.06, -2.21], [3.81, 11.93, 0.83], [8.67, 3.39, -1.81], [-2.44, -16.25, -3.33], [2.59, 0.59, -8.35], [-3.70, -9.49, -7.03], [3.67, 10.38, 5.23], [-6.17, 8.43, -0.78], [-3.66, 8.18, -1.14], [10.42, 7.59, 1.79], [8.20, 6.46, -0.32], [-0.97, -2.81, -2.18], [-2.74, -13.03, 6.36], [-3.84, 8.75, -2.05], [-6.52, 2.53, -7.84], [3.84, 1.95, 6.93], [2.31, 4.01, 7.63], [-6.37, 7.45, -0.66], [0.03, -0.47, 1.62], [-4.95, -13.39, 7.34], [5.51, 2.49, 7.86], [6.07, 0.92, 6.75], [-5.13, -7.88, -5.74], [8.75, 7.53, 2.10], [0.86, 10.88, 4.35], [-2.08, -17.00, 2.80], [-4.68, 9.78, -0.04], [4.27, 12.40, 1.69], [0.89, -2.70, -0.18], [1.03, -0.04, 0.31], [2.84, 2.59, 9.35], [-4.64, -14.99, 7.67], [5.34, 12.26, 1.55], [-4.80, 6.89, 1.10], [2.06, 11.86, 2.09], [-2.87, -9.48, -6.33], [-2.85, -15.96, 6.28], [-1.37, 8.44, -1.72], [-3.80, -10.48, -7.47], [4.94, 0.29, -6.55], [-4.32, 3.88, -6.08], [2.79, 11.79, 5.70], [-3.30, -13.28, 5.46], [-7.81, 1.20, -5.92], [-3.86, 7.15, -1.44], [-8.07, 0.11, -5.03], [-0.33, 8.36, -1.40], [1.99, 3.31, 6.98], [-0.90, -5.18, -0.07], [-3.24, -14.82, -3.88], [3.86, 2.00, -8.09], [9.11, 5.93, -2.44], [-6.30, 8.61, -1.76], [-1.32, -5.45, 0.90], [-4.80, 7.98, 1.15], [-1.27, -13.63, -2.84], [2.66, 10.74, 5.42], [-3.03, -15.95, 4.27], [3.22, 0.95, -7.55], [3.42, 3.54, 8.34], [0.00, -0.33, 0.54], [-5.04, -9.21, -6.26], [3.94, 13.44, 1.68], [-3.92, -12.40, 5.30], [4.33, 2.86, 7.28], [-2.29, 8.22, -0.58], [-6.16, 2.82, -6.85], [8.57, 4.08, -0.97], [-5.89, -9.20, -6.94], [9.85, 6.43, -1.96], [-3.92, 8.25, 1.74], [-0.66, -1.41, -0.10], [-4.38, -14.48, 5.66], [2.37, 12.92, 3.45], [-1.14, -3.75, -0.53], [-1.04, -3.79, -1.98], [7.45, 6.13, 0.41], [7.82, 3.63, -0.31], [-6.13, 1.98, -4.79], [3.20, 9.39, 3.61], [1.92, 10.83, 4.13], [1.96, 9.30, 2.64], [2.19, 9.49, 3.61], [-1.62, 9.34, -2.27], [-3.66, -8.95, -7.98], [9.51, 8.61, 0.83], [-4.81, 8.71, -0.17], [3.72, 2.21, 9.86], [-5.18, -14.27, 4.94], [9.47, 6.63, 0.22], [2.66, 1.29, -6.67], [-6.99, 3.86, -6.42], [-3.40, -17.86, 3.67], [-1.39, -15.22, -4.68], [9.51, 4.04, -0.43], [4.59, 2.32, -7.54], [-7.09, 4.67, -7.03], [-7.93, 3.50, -6.37], [3.83, 11.69, 2.85], [-7.40, -0.70, -5.33], [8.68, 6.78, -2.79], [4.50, 3.53, 6.44], [-0.08, -2.97, 1.24], [-1.51, -15.99, -5.25], [-2.57, -17.16, 3.76], [2.47, 11.90, 3.10], [0.16, -5.28, 0.17], [4.76, -0.55, -7.95], [-2.52, -13.39, 4.70], [-5.09, -9.88, -5.40], [-5.71, 8.29, 1.65], [8.18, 5.46, -1.50], [2.24, 3.07, 10.12], [-4.99, -14.33, 6.99], [-4.27, -7.50, -5.55], [-1.43, 7.51, -2.30], [-5.83, 0.76, -5.92], [7.20, 5.46, -1.96], [6.37, 1.97, 6.85], [-4.57, 3.85, -7.91], [-4.42, -16.61, 5.66], [-0.14, -2.73, 0.18], [-1.87, -17.55, 4.51], [3.80, 4.40, 8.88], [-9.12, -0.16, -4.90], [3.67, -0.88, -6.61], [-7.94, 0.37, -3.98], [2.31, 1.77, 8.87], [4.14, -0.08, -7.19], [-1.27, -5.97, -0.72], [-2.16, -3.48, -0.25], [6.36, 2.59, 5.95], [-2.32, -14.57, -1.64], [-4.02, 2.50, -7.12], [-4.69, 3.34, -6.96], [-6.40, 1.69, -5.81], [-0.73, -15.09, -2.05], [7.69, 7.35, -0.69], [2.49, 4.72, 6.94]], "orbital_gap_ev": 9.43, "e_tot_ha": -2487.7026, "e_homo_ev": -9.040, "de_lowest_ev": 7.530, "mol_weight_g_mol": 762.173, "smiles": "COC[C@H](C)N.COC[C@H](C)N.COC[C@H](C)N.COC[C@H](C)N.COC[C@H](C)N.COC[C@H](C)N.COC[C@H](C)N.CCO.CCO.CCO"}

Which formula does entry 2 have?
C16H12N4O3